# 1
81
Properties=species:S:1:pos:R:3:lowdin_charge:R:1 method="wB97M-V/def2-TZVPD" e_homo_ha="-0.3563 / -0.3946" energy_ev=-39719.262 multiplicity=3 s_squared=2.008 homo_lumo_gap_ev="5.8 / 6.9" charge=+1
C -0.11 -1.02 0.13 -0.059
N -0.77 0.24 0.49 -0.118
C -1.27 0.28 1.87 -0.053
C -1.65 0.73 -0.47 -0.452
O -1.98 1.89 -0.49 0.127
C -2.22 -0.17 -1.57 -0.067
N -3.38 -0.97 -1.12 0.065
C -3.71 -1.27 0.18 -0.414
N -4.67 -0.57 0.78 0.253
N -3.17 -2.32 0.78 0.254
H 0.65 -0.83 -0.63 0.105
H -0.78 -1.79 -0.23 0.041
H 0.42 -1.40 1.00 0.103
H -0.53 0.76 2.51 0.086
H -2.19 0.85 1.94 0.084
H -1.46 -0.73 2.25 0.070
H -1.47 -0.81 -2.03 0.108
H -2.58 0.51 -2.33 0.133
H -3.98 -1.34 -1.84 0.156
H -4.66 -0.48 1.79 0.140
H -4.91 0.30 0.31 0.147
H -2.33 -2.68 0.36 0.113
H -3.18 -2.38 1.79 0.139
C 1.31 -6.31 -3.00 -0.017
C 0.39 -5.10 -2.72 -0.478
C -1.06 -5.43 -3.11 -0.138
C -1.30 -5.47 -4.61 -0.168
C -0.80 -4.18 -5.28 -0.131
C 0.65 -3.86 -4.95 -0.492
N 0.85 -3.89 -3.46 -0.087
O 0.44 -2.80 -2.90 -0.053
C 1.58 -4.85 -5.66 -0.029
C 1.01 -2.47 -5.46 -0.039
C 0.46 -4.83 -1.22 -0.046
H 1.53 -6.85 -2.08 0.083
H 0.87 -7.03 -3.69 0.080
H 2.27 -6.00 -3.41 0.082
H -1.72 -4.67 -2.67 0.114
H -1.33 -6.38 -2.65 0.128
H -0.81 -6.34 -5.06 0.106
H -2.36 -5.59 -4.81 0.115
H -0.90 -4.26 -6.36 0.129
H -1.44 -3.35 -4.95 0.120
H 2.62 -4.70 -5.35 0.095
H 1.53 -4.67 -6.74 0.093
H 1.33 -5.89 -5.50 0.064
H 0.33 -1.71 -5.09 0.075
H 0.95 -2.48 -6.55 0.092
H 2.03 -2.20 -5.18 0.096
H 1.47 -4.54 -0.92 0.100
H 0.19 -5.74 -0.69 0.091
H -0.23 -4.04 -0.92 0.047
C -0.29 3.86 3.40 -0.031
C 0.77 4.73 2.68 -0.481
C 2.10 3.98 2.59 -0.136
C 2.85 3.89 3.92 -0.173
C 3.01 5.27 4.55 -0.131
C 1.69 6.02 4.70 -0.497
N 0.96 6.03 3.39 -0.099
O 1.43 6.93 2.60 -0.013
C 0.84 5.36 5.81 -0.036
C 1.94 7.45 5.14 -0.040
C 0.25 4.99 1.28 -0.041
H -0.97 3.41 2.67 0.065
H 0.15 3.04 3.97 0.069
H -0.91 4.44 4.07 0.079
H 2.74 4.50 1.87 0.127
H 1.92 2.99 2.18 0.119
H 2.33 3.21 4.60 0.099
H 3.84 3.45 3.75 0.113
H 3.47 5.18 5.54 0.126
H 3.69 5.86 3.94 0.128
H -0.15 5.81 5.85 0.091
H 1.32 5.53 6.77 0.089
H 0.72 4.29 5.70 0.060
H 2.62 7.97 4.46 0.082
H 2.39 7.44 6.13 0.089
H 1.01 8.02 5.18 0.094
H -0.68 5.57 1.31 0.097
H 0.04 4.04 0.79 0.077
H 0.97 5.54 0.67 0.081

---

# 2
41
Properties=species:S:1:pos:R:3:lowdin_charge:R:1 method="wB97M-V/def2-TZVPD" e_homo_ha=-0.1670 energy_ev=-194406.836 relative_energy_kcal_mol=22.0 homo_lumo_gap_ev=6.7 charge=-1
Ga -1.09 -2.12 -3.07 -0.504
S -5.72 -3.24 -3.01 -0.156
As -4.06 -1.96 -2.99 -0.424
S -2.63 -2.15 -4.74 0.102
S -2.57 -2.66 -1.43 0.121
S -4.23 0.10 -2.61 -0.103
C -0.62 3.66 1.60 -0.118
C -1.77 2.68 1.65 -0.265
C -1.42 1.18 1.72 -0.205
C -2.03 0.31 0.68 -0.204
N -1.47 0.36 -0.68 0.005
C -0.29 -0.11 -1.02 -0.790
S 0.09 -0.23 -2.67 0.750
N 0.49 -0.63 -0.08 0.050
C 1.92 -0.98 -0.26 -0.185
C 2.87 0.17 -0.01 -0.179
C 2.77 0.61 1.49 -0.233
C 3.66 -0.27 2.45 -0.096
H -1.15 4.63 1.45 0.080
H 0.13 3.48 0.84 0.075
H -0.12 3.78 2.54 0.056
H -2.38 2.81 0.74 0.111
H -2.48 2.98 2.40 0.099
H -1.71 0.79 2.73 0.126
H -0.28 1.09 1.76 0.094
H -3.08 0.68 0.51 0.137
H -2.08 -0.72 0.98 0.095
H -2.15 0.43 -1.46 0.000
H 0.18 -0.72 0.86 0.112
H 1.96 -1.35 -1.31 0.085
H 2.26 -1.90 0.31 0.144
H 2.69 1.07 -0.56 0.092
H 3.91 -0.13 -0.20 0.120
H 1.70 0.56 1.80 0.080
H 3.12 1.62 1.74 0.096
H 3.47 -1.24 2.14 0.030
H 3.29 -0.13 3.45 0.065
H 4.72 -0.10 2.42 0.063
O 2.34 -4.70 -2.80 -0.575
S 1.38 -4.30 -3.83 0.711
N 0.35 -3.33 -3.55 -0.466

---

What did the second record say?
41
Properties=species:S:1:pos:R:3:lowdin_charge:R:1 method="wB97M-V/def2-TZVPD" e_homo_ha=-0.1670 energy_ev=-194406.836 relative_energy_kcal_mol=22.0 homo_lumo_gap_ev=6.7 charge=-1
Ga -1.09 -2.12 -3.07 -0.504
S -5.72 -3.24 -3.01 -0.156
As -4.06 -1.96 -2.99 -0.424
S -2.63 -2.15 -4.74 0.102
S -2.57 -2.66 -1.43 0.121
S -4.23 0.10 -2.61 -0.103
C -0.62 3.66 1.60 -0.118
C -1.77 2.68 1.65 -0.265
C -1.42 1.18 1.72 -0.205
C -2.03 0.31 0.68 -0.204
N -1.47 0.36 -0.68 0.005
C -0.29 -0.11 -1.02 -0.790
S 0.09 -0.23 -2.67 0.750
N 0.49 -0.63 -0.08 0.050
C 1.92 -0.98 -0.26 -0.185
C 2.87 0.17 -0.01 -0.179
C 2.77 0.61 1.49 -0.233
C 3.66 -0.27 2.45 -0.096
H -1.15 4.63 1.45 0.080
H 0.13 3.48 0.84 0.075
H -0.12 3.78 2.54 0.056
H -2.38 2.81 0.74 0.111
H -2.48 2.98 2.40 0.099
H -1.71 0.79 2.73 0.126
H -0.28 1.09 1.76 0.094
H -3.08 0.68 0.51 0.137
H -2.08 -0.72 0.98 0.095
H -2.15 0.43 -1.46 0.000
H 0.18 -0.72 0.86 0.112
H 1.96 -1.35 -1.31 0.085
H 2.26 -1.90 0.31 0.144
H 2.69 1.07 -0.56 0.092
H 3.91 -0.13 -0.20 0.120
H 1.70 0.56 1.80 0.080
H 3.12 1.62 1.74 0.096
H 3.47 -1.24 2.14 0.030
H 3.29 -0.13 3.45 0.065
H 4.72 -0.10 2.42 0.063
O 2.34 -4.70 -2.80 -0.575
S 1.38 -4.30 -3.83 0.711
N 0.35 -3.33 -3.55 -0.466

---

Please write out number 2 again, unchanged.
41
Properties=species:S:1:pos:R:3:lowdin_charge:R:1 method="wB97M-V/def2-TZVPD" e_homo_ha=-0.1670 energy_ev=-194406.836 relative_energy_kcal_mol=22.0 homo_lumo_gap_ev=6.7 charge=-1
Ga -1.09 -2.12 -3.07 -0.504
S -5.72 -3.24 -3.01 -0.156
As -4.06 -1.96 -2.99 -0.424
S -2.63 -2.15 -4.74 0.102
S -2.57 -2.66 -1.43 0.121
S -4.23 0.10 -2.61 -0.103
C -0.62 3.66 1.60 -0.118
C -1.77 2.68 1.65 -0.265
C -1.42 1.18 1.72 -0.205
C -2.03 0.31 0.68 -0.204
N -1.47 0.36 -0.68 0.005
C -0.29 -0.11 -1.02 -0.790
S 0.09 -0.23 -2.67 0.750
N 0.49 -0.63 -0.08 0.050
C 1.92 -0.98 -0.26 -0.185
C 2.87 0.17 -0.01 -0.179
C 2.77 0.61 1.49 -0.233
C 3.66 -0.27 2.45 -0.096
H -1.15 4.63 1.45 0.080
H 0.13 3.48 0.84 0.075
H -0.12 3.78 2.54 0.056
H -2.38 2.81 0.74 0.111
H -2.48 2.98 2.40 0.099
H -1.71 0.79 2.73 0.126
H -0.28 1.09 1.76 0.094
H -3.08 0.68 0.51 0.137
H -2.08 -0.72 0.98 0.095
H -2.15 0.43 -1.46 0.000
H 0.18 -0.72 0.86 0.112
H 1.96 -1.35 -1.31 0.085
H 2.26 -1.90 0.31 0.144
H 2.69 1.07 -0.56 0.092
H 3.91 -0.13 -0.20 0.120
H 1.70 0.56 1.80 0.080
H 3.12 1.62 1.74 0.096
H 3.47 -1.24 2.14 0.030
H 3.29 -0.13 3.45 0.065
H 4.72 -0.10 2.42 0.063
O 2.34 -4.70 -2.80 -0.575
S 1.38 -4.30 -3.83 0.711
N 0.35 -3.33 -3.55 -0.466

---

Question: Which value of charge does entry 2 give?
Answer: -1